--- w ---
A structure of composition C27H30F5N5O5SSeTeW. Source: the OMol25 dataset; level of theory: ωB97M-V/def2-TZVPD.

Each line ends with the Mulliken charge.
Cartesian coordinates (Å):
W  -0.96  0.21  0.17  1.56
C  1.53  3.43  0.30  -0.10
C  1.61  3.12  -1.20  -0.78
C  0.43  2.30  -1.71  -1.29
N  0.45  0.89  -1.29  0.54
C  1.20  0.04  -1.97  1.44
C  1.95  0.42  -3.11  -1.38
C  2.85  -0.28  -3.90  -0.69
C  3.38  -1.55  -3.76  -0.96
C  3.06  -2.44  -2.74  -0.39
C  2.10  -2.35  -1.76  -0.68
C  1.12  -1.35  -1.48  0.82
N  0.12  -1.56  -0.67  0.17
C  -0.10  -2.93  -0.20  -1.55
C  -1.49  -3.14  0.39  -0.75
C  -1.60  -2.55  1.79  -0.91
N  -0.86  -1.31  1.77  -0.04
C  -1.00  -0.39  2.82  1.59
C  -1.58  -0.84  4.11  -1.80
C  -1.10  -0.83  5.36  -0.54
C  0.14  -0.33  5.88  -0.71
C  1.08  0.33  5.19  -0.91
C  1.14  0.68  3.80  -0.08
C  0.29  0.42  2.78  1.02
N  0.56  0.74  1.47  -0.21
C  1.96  1.04  1.14  -1.00
C  2.35  2.52  1.21  -1.23
H  0.49  3.41  0.62  -0.32
H  1.85  4.46  0.48  0.51
H  2.56  2.62  -1.44  0.35
H  1.59  4.06  -1.76  0.56
H  0.35  2.35  -2.80  0.40
H  -0.48  2.75  -1.34  0.66
H  1.79  1.43  -3.44  0.21
H  3.21  0.28  -4.75  0.32
H  4.12  -1.87  -4.48  0.32
H  3.63  -3.36  -2.72  0.31
H  2.06  -3.19  -1.09  0.43
H  0.65  -3.18  0.56  0.50
H  0.04  -3.60  -1.05  0.90
H  -1.71  -4.21  0.40  0.58
H  -2.23  -2.65  -0.25  0.16
H  -1.15  -3.24  2.52  0.32
H  -2.66  -2.45  2.05  0.37
H  -2.57  -1.26  3.98  0.18
H  -1.77  -1.27  6.10  0.36
H  0.30  -0.48  6.94  0.29
H  1.95  0.66  5.76  0.29
H  2.02  1.26  3.55  0.24
H  2.17  0.67  0.14  -0.01
H  2.59  0.46  1.82  0.88
H  3.41  2.58  0.93  0.46
H  2.26  2.89  2.23  0.48
O  -4.06  1.57  1.56  -0.58
S  -3.49  0.28  1.70  1.25
O  -4.16  -0.62  2.60  -0.74
O  -1.94  0.67  2.18  -0.37
O  -3.08  -0.49  0.47  -0.49
Se  -2.24  -0.15  -2.45  0.04
C  -1.45  -1.60  -3.41  0.15
C  -0.56  -1.35  -4.46  -0.20
C  0.00  -2.40  -5.16  -0.49
N  -0.25  -3.69  -4.91  -0.72
C  -1.11  -3.93  -3.92  -0.49
C  -1.72  -2.94  -3.16  -0.24
H  -0.29  -0.33  -4.70  0.41
H  0.70  -2.20  -5.97  0.38
H  -1.32  -4.97  -3.71  0.37
H  -2.43  -3.22  -2.40  0.52
F  -0.65  5.36  2.29  -0.56
Te  -2.21  4.55  1.36  1.70
F  -2.96  6.25  1.68  -0.42
F  -2.93  4.23  3.18  -0.56
F  -3.82  4.44  0.24  -0.54
F  -1.38  5.43  -0.22  -0.56
O  -1.70  1.71  -0.14  -0.78

Its multiplicity is 1. As for the LUMO energy (spin up / spin down): 3.70 / 3.70 eV. As for the net charge: -2.

--- x ---
A structure of composition C27H30F5N5O5SSeTeW. Source: the OMol25 dataset; level of theory: ωB97M-V/def2-TZVPD.

Each line ends with the Mulliken charge.
Cartesian coordinates (Å):
W  -0.62  -0.18  1.00  2.24
C  2.41  2.73  3.13  -1.25
C  1.37  1.91  3.90  -0.39
C  -0.09  2.21  3.56  -1.62
N  -0.58  1.94  2.20  0.53
C  -1.39  2.79  1.68  0.77
C  -1.98  3.92  2.35  -1.21
C  -2.39  5.12  1.82  -0.38
C  -2.33  5.57  0.48  -0.45
C  -2.17  4.75  -0.61  -0.93
C  -2.13  3.36  -0.68  -0.26
C  -1.93  2.43  0.34  1.19
N  -2.17  1.13  0.26  -0.25
C  -3.34  0.67  -0.51  -1.13
C  -3.08  -0.57  -1.34  -0.76
C  -1.79  -0.41  -2.11  -1.57
N  -0.62  -0.19  -1.25  1.26
C  0.52  0.04  -1.84  0.42
C  0.69  -0.05  -3.26  -1.22
C  1.82  0.02  -4.02  -0.48
C  3.17  0.18  -3.65  -0.67
C  3.62  0.42  -2.38  -0.76
C  2.89  0.64  -1.20  -0.26
C  1.54  0.56  -0.94  1.14
N  1.00  1.07  0.21  -0.21
C  1.73  2.25  0.70  -1.50
C  2.80  2.08  1.80  -0.34
H  2.05  3.75  2.95  0.32
H  3.31  2.81  3.74  0.44
H  1.60  0.86  3.77  -0.01
H  1.46  2.13  4.97  0.51
H  -0.72  1.65  4.25  0.17
H  -0.23  3.28  3.76  0.79
H  -2.10  3.81  3.42  0.50
H  -2.75  5.84  2.54  0.34
H  -2.50  6.62  0.31  0.32
H  -2.16  5.25  -1.58  0.34
H  -2.25  2.92  -1.66  0.26
H  -4.13  0.45  0.22  0.24
H  -3.68  1.49  -1.14  0.59
H  -3.00  -1.44  -0.70  -0.05
H  -3.90  -0.74  -2.04  0.63
H  -1.62  -1.29  -2.73  0.62
H  -1.87  0.48  -2.76  0.55
H  -0.21  -0.25  -3.81  0.24
H  1.65  -0.12  -5.08  0.31
H  3.91  0.12  -4.44  0.30
H  4.70  0.50  -2.26  0.35
H  3.50  0.90  -0.34  0.27
H  2.21  2.69  -0.18  0.99
H  1.00  2.97  1.04  0.37
H  2.97  1.02  1.97  0.33
H  3.74  2.51  1.44  0.26
O  2.75  -0.99  2.54  -0.78
S  1.44  -1.57  2.36  1.34
O  1.24  -2.80  3.07  -0.68
O  1.04  -1.56  0.90  -0.44
O  0.33  -0.52  2.79  -0.74
Se  -0.12  -3.28  -1.81  -0.43
C  0.46  -4.92  -2.50  0.21
C  0.81  -5.99  -1.65  -0.41
C  1.24  -7.19  -2.18  -0.29
N  1.36  -7.46  -3.49  -0.73
C  1.02  -6.45  -4.30  -0.29
C  0.59  -5.21  -3.87  -0.36
H  0.73  -5.86  -0.58  0.38
H  1.51  -8.00  -1.51  0.33
H  1.11  -6.65  -5.37  0.31
H  0.34  -4.44  -4.60  0.28
F  -1.99  -0.07  2.40  -0.72
Te  -1.68  -2.98  2.47  1.44
F  -1.89  -4.48  3.66  -0.47
F  -0.42  -4.09  1.55  -0.40
F  -2.74  -4.07  1.34  -0.41
F  -3.54  -2.43  2.85  -0.53
O  -1.56  -1.60  0.66  -0.52

Its multiplicity is 1. As for the LUMO energy: 3.94 eV. As for the net charge: -2.

We find w to be the most stable, with the next structure 12.3 kcal/mol higher.

--- w ---
A cluster of 9 separate species, C22H46NO25S in total. Source: the OMol25 dataset; level of theory: ωB97M-V/def2-TZVPD.

Each line ends with the Mulliken charge.
Cartesian coordinates (Å):
S  -5.45  1.46  2.34  0.94
O  -6.33  1.87  1.26  -0.80
O  -5.97  1.66  3.67  -0.79
O  -5.11  0.06  2.00  -0.70
O  -4.27  2.28  2.09  -0.62
C  -0.44  0.12  -1.45  0.04
C  -1.37  0.46  -0.27  1.83
C  -0.86  1.70  0.43  0.00
O  -2.73  0.59  -0.54  -0.90
H  0.55  0.10  -1.00  -0.16
H  -0.35  0.93  -2.18  0.45
H  -0.68  -0.82  -1.95  -0.70
H  -1.24  -0.40  0.39  -1.02
H  -0.69  2.60  -0.16  0.38
H  0.14  1.49  0.83  -0.20
H  -1.47  2.02  1.27  -0.83
C  3.23  -1.04  0.87  0.10
O  2.76  -2.05  1.75  -0.19
C  2.81  -2.01  3.06  0.77
O  3.48  -1.33  3.74  -0.62
O  2.11  -3.06  3.45  -0.29
C  1.78  -3.19  4.81  -0.79
H  3.77  -0.29  1.44  -0.28
H  2.30  -0.55  0.58  -0.01
H  3.78  -1.54  0.07  0.27
H  1.13  -4.05  4.99  0.20
H  1.42  -2.30  5.32  0.33
H  2.73  -3.41  5.30  0.40
C  -0.11  7.01  0.77  -0.65
O  -1.16  6.11  0.25  -0.36
C  -1.90  5.27  1.00  0.80
O  -2.88  4.72  0.48  -0.47
O  -1.45  5.24  2.24  -0.39
C  -1.87  4.30  3.21  -0.25
H  0.16  7.00  1.83  0.28
H  -0.53  7.97  0.48  0.26
H  0.77  6.76  0.18  0.27
H  -1.64  3.26  2.95  -0.02
H  -2.94  4.49  3.34  0.32
H  -1.47  4.37  4.22  0.31
C  -1.86  0.16  3.61  -0.06
O  -1.78  -1.15  4.17  -0.46
C  -1.93  -2.19  3.31  0.79
O  -2.39  -2.10  2.17  -0.46
O  -1.63  -3.28  3.99  -0.36
C  -1.89  -4.57  3.45  -0.62
H  -2.09  0.88  4.40  0.19
H  -2.72  0.22  2.95  0.21
H  -0.91  0.42  3.13  -0.02
H  -1.45  -5.35  4.07  0.26
H  -1.42  -4.67  2.47  0.24
H  -2.94  -4.86  3.39  0.33
C  0.31  -3.41  0.43  0.68
O  -0.03  -3.99  -0.78  -0.39
C  -1.17  -3.76  -1.46  0.77
O  -2.11  -3.03  -1.09  -0.48
O  -1.11  -4.49  -2.58  -0.32
C  -2.21  -4.54  -3.45  -0.64
H  1.20  -3.89  0.84  0.24
H  -0.53  -3.49  1.11  -0.31
H  0.51  -2.34  0.33  -0.33
H  -2.01  -5.14  -4.33  0.24
H  -2.42  -3.53  -3.80  0.14
H  -3.14  -4.78  -2.92  0.39
C  2.06  0.79  -7.43  -0.62
O  0.74  0.23  -7.28  -0.34
C  0.27  0.19  -6.07  0.77
O  0.81  0.66  -5.07  -0.51
O  -0.89  -0.51  -6.20  -0.33
C  -1.63  -0.76  -5.02  -0.23
H  2.06  1.88  -7.34  0.29
H  2.49  0.57  -8.40  0.23
H  2.70  0.38  -6.65  0.26
H  -1.28  -1.45  -4.25  -0.40
H  -2.66  -1.08  -5.16  0.41
H  -1.76  0.14  -4.42  0.39
C  4.89  1.53  2.84  -0.68
O  4.59  2.51  1.90  -0.43
C  3.37  2.59  1.41  0.87
O  2.47  1.95  1.88  -0.56
O  3.35  3.50  0.41  -0.41
C  2.10  3.90  -0.18  0.00
H  5.27  2.00  3.74  0.31
H  5.68  0.85  2.51  0.29
H  4.08  0.93  3.25  0.29
H  2.29  4.26  -1.19  0.32
H  1.74  4.76  0.39  0.15
H  1.27  3.20  -0.12  -0.02
C  1.21  -2.74  -3.84  -0.11
N  2.28  -2.33  -4.81  1.02
O  3.33  -1.87  -4.43  -0.62
O  1.96  -2.48  -5.97  -0.58
H  1.65  -3.23  -2.97  0.22
H  0.60  -3.45  -4.39  0.21
H  0.61  -1.85  -3.62  -0.17

Its multiplicity is 1. As for the LUMO energy: 5.09 eV. As for the net charge: -3.

--- x ---
A cluster of 9 separate species, C22H46NO25S in total. Source: the OMol25 dataset; level of theory: ωB97M-V/def2-TZVPD.

Each line ends with the Mulliken charge.
Cartesian coordinates (Å):
S  6.66  -1.40  10.74  1.02
O  8.01  -1.82  11.17  -0.61
O  5.67  -1.52  11.79  -0.76
O  6.90  -0.02  10.33  -0.79
O  6.35  -2.26  9.62  -0.78
C  12.58  -2.32  13.16  -0.41
C  12.29  -2.52  11.66  1.64
C  12.97  -3.74  11.10  -0.15
O  10.95  -2.39  11.19  -0.78
H  13.66  -2.19  13.17  0.62
H  12.36  -3.16  13.82  -0.26
H  12.19  -1.40  13.59  -0.38
H  12.86  -1.73  11.16  -0.76
H  14.06  -3.78  11.11  0.09
H  12.81  -3.99  10.05  0.06
H  12.60  -4.57  11.69  -0.54
C  14.52  -5.63  8.83  0.10
O  15.40  -6.67  9.13  -0.18
C  15.71  -7.06  10.32  0.59
O  15.33  -6.44  11.36  -0.47
O  16.74  -7.96  10.21  -0.21
C  17.38  -8.58  11.29  -1.06
H  14.94  -4.66  9.09  0.22
H  13.60  -5.79  9.40  -0.34
H  14.13  -5.65  7.81  0.25
H  16.64  -8.79  12.06  0.29
H  18.15  -7.97  11.77  0.30
H  17.80  -9.56  11.07  0.33
C  14.39  1.52  9.84  -0.32
O  14.63  1.66  11.29  -0.35
C  13.60  1.29  12.18  0.70
O  12.44  1.07  11.80  -0.48
O  14.03  1.34  13.46  -0.31
C  13.27  1.39  14.63  -0.60
H  14.11  0.48  9.68  -0.02
H  15.28  1.87  9.31  0.24
H  13.50  2.04  9.49  0.30
H  13.91  1.80  15.41  0.28
H  12.92  0.41  14.96  0.17
H  12.44  2.11  14.61  0.36
C  13.73  -4.12  18.80  -1.03
O  13.37  -4.34  17.42  -0.13
C  14.26  -4.56  16.44  0.54
O  15.40  -4.10  16.47  -0.59
O  13.58  -5.09  15.44  -0.09
C  14.11  -5.66  14.26  -0.25
H  12.83  -3.97  19.39  0.28
H  14.25  -3.17  18.89  0.35
H  14.50  -4.77  19.21  0.34
H  13.26  -5.82  13.59  -0.38
H  14.71  -6.54  14.48  0.53
H  14.70  -4.90  13.76  0.35
C  7.01  -1.22  15.20  -0.39
O  8.36  -1.26  15.72  -0.42
C  9.29  -0.73  14.95  0.68
O  9.21  -0.25  13.81  -0.44
O  10.52  -0.96  15.50  0.01
C  10.77  -1.57  16.79  -0.86
H  7.01  -1.63  14.19  0.10
H  6.62  -0.21  15.24  0.26
H  6.38  -1.89  15.78  0.22
H  10.39  -2.58  16.96  0.26
H  10.26  -1.00  17.56  0.37
H  11.84  -1.67  17.00  0.25
C  5.58  -4.91  12.50  -0.48
O  6.51  -4.74  13.51  -0.37
C  7.86  -4.63  13.25  0.70
O  8.36  -4.75  12.12  -0.44
O  8.54  -4.43  14.41  -0.47
C  9.87  -4.31  14.31  -0.22
H  5.66  -3.96  11.97  0.18
H  4.56  -4.94  12.90  0.19
H  5.63  -5.71  11.77  0.26
H  10.20  -3.74  13.44  0.31
H  10.30  -5.30  14.15  0.47
H  10.28  -3.85  15.21  -0.24
C  11.62  -8.44  7.96  -0.78
O  11.84  -8.23  9.40  -0.32
C  11.35  -7.21  10.08  0.81
O  10.76  -6.23  9.64  -0.48
O  11.42  -7.41  11.40  -0.19
C  12.47  -8.04  12.11  -0.12
H  10.60  -8.39  7.56  0.33
H  12.03  -9.39  7.62  0.30
H  12.06  -7.66  7.33  0.25
H  12.22  -8.31  13.13  0.25
H  13.26  -7.30  12.11  -0.27
H  12.79  -8.92  11.54  0.35
C  14.18  -2.44  8.00  -0.46
N  14.92  -2.49  6.71  0.95
O  14.93  -3.55  6.04  -0.58
O  15.59  -1.54  6.39  -0.60
H  14.74  -2.61  8.92  0.21
H  13.32  -3.11  7.90  0.29
H  13.79  -1.43  8.05  0.23

Its multiplicity is 1. As for the LUMO energy: 4.76 eV. As for the net charge: -3.

We find w to be the most stable, with the next structure 43.4 kcal/mol higher.